Record 1
The following is a quantum chemistry calculation of a structure of composition C28H32N5O5PSSn at a distorted geometry, from the OMol25 dataset.

Summary:
- HOMO energy (eV) = -7.269
- energy relative to the best compared isomer or geometry (same formula, charge and spin) (kcal/mol) = 0.0
- Kohn-Sham gap (eV) = 7.524
- multiplicity = 1

Geometry (Å):
Sn -0.30013 0.44139 -0.60988
S -0.00614 -2.35414 -1.92935
P 2.26967 2.03267 -2.33258
O -0.65335 -3.60273 -1.66949
O -0.75772 -1.26592 -2.55315
O 0.64680 1.52824 1.09950
O 2.82550 1.68524 0.76030
O 1.40553 0.86479 -1.86619
N 1.51377 -1.32256 1.39924
N -0.27344 1.74123 3.49133
N 0.48899 -1.60585 -0.58870
N 1.83528 -3.34640 0.17323
N 4.70526 -3.44594 -5.32713
C 2.32817 -1.77063 2.33565
C 3.14285 -4.15010 -3.63471
C 2.03717 -3.89954 -2.84986
C 0.21781 -0.16011 5.65662
C 3.22705 2.81343 3.26083
C 1.17523 2.80367 5.09889
C -1.11084 0.50650 5.44034
C 0.94964 2.25720 3.82729
C 1.39336 -2.67642 -2.93608
C 2.93578 -3.01625 2.25949
C -1.30424 1.40831 4.38895
C 2.96645 -1.94871 -4.59327
C 1.99517 2.28051 2.89209
C -2.02100 -0.71749 7.44814
C 1.31001 -2.13988 0.35664
C 4.02032 1.72837 -2.06491
C 3.62706 -3.17697 -4.51238
C 2.64288 -3.76958 1.13491
C 1.85982 -1.69955 -3.80418
C 3.45166 3.33170 4.52007
C 2.40502 3.32457 5.43756
C -3.43115 0.79068 6.04800
C 2.09481 2.17391 -4.13125
C 1.83996 1.80072 1.48828
C 1.73040 3.62724 -1.70104
C -2.18879 0.22003 6.28749
C -3.62436 1.64902 4.97871
C -2.55771 1.96972 4.16329
H 0.81177 -0.15141 4.74302
H 2.44324 1.25583 -4.60122
H 3.59960 -3.37314 3.03039
H 4.30999 0.94451 -2.76741
H 4.22020 1.42770 -1.04647
H 0.08983 -1.19079 5.97914
H 0.80511 0.35239 6.42282
H -1.27172 -0.35566 8.15256
H 0.73659 3.81150 -2.12165
H 2.67164 3.00992 -4.51783
H -4.25703 0.55109 6.70415
H -0.38222 1.51058 2.50783
H -4.59563 2.08409 4.79732
H 4.41446 3.74077 4.78280
H 1.04749 2.31790 -4.38517
H 1.33385 -0.76033 -3.86841
H -2.67299 2.66175 3.34296
H 2.50066 -1.10963 3.18129
H -2.96021 -0.83236 7.98415
H 2.54698 3.73991 6.42569
H 1.65712 -4.64657 -2.17337
H 1.69257 3.66131 -0.62462
H 4.01101 2.80558 2.51597
H 2.41150 4.39196 -2.06912
H 4.57491 2.63399 -2.29548
H 3.63664 -5.11001 -3.58039
H 3.06951 -4.75491 0.99421
H 3.31445 -1.20329 -5.29959
H 0.36363 2.81838 5.80864
H 5.30817 -4.20410 -5.04846
H -1.70087 -1.70692 7.12105
H 5.19498 -2.65443 -5.71183

Record 2
The following is a quantum chemistry calculation of a structure of composition C28H33AsBaF6N5O7P3S at a distorted geometry, from the OMol25 dataset.

Summary:
- HOMO energy (spin up / spin down) (eV) = -11.844 / -11.844
- energy relative to the best compared isomer or geometry (same formula, charge and spin) (kcal/mol) = 9.1
- Kohn-Sham gap (spin up / spin down) (eV) = 8.776 / 6.822
- multiplicity = 2
- net charge = +1

Geometry (Å):
Ba 1.42788 0.04851 0.18334
As -1.42284 -3.20113 -0.13760
S -0.63383 -0.69401 -2.40888
P 4.05305 -2.28309 0.20747
P 3.05775 2.70942 1.09974
P 1.00972 3.50224 -1.32644
F 3.07478 -1.63788 -1.01134
F 4.96936 -2.90219 1.34288
F 3.63297 -1.06575 1.29595
F 5.21107 -1.31721 -0.32157
F 2.72767 -3.04130 0.73742
F 4.41786 -3.45682 -0.79658
O 4.17228 3.49879 1.68256
O 3.63901 1.77607 -0.12225
O 2.05282 1.95831 1.90108
O -0.33797 4.14490 -1.30798
O -0.17719 -2.13556 -0.49233
O 1.90425 4.12741 -2.53351
O 1.02203 2.01460 -1.41597
N -0.13863 -0.31805 2.52853
N -1.45506 0.55386 0.26524
N -1.44838 1.72736 -3.04464
N 3.20749 4.92594 -0.32043
N -1.82111 1.21525 -0.87561
C 0.44002 -0.79031 3.62248
C -0.71427 -7.25842 0.49133
C -1.73068 1.10108 1.38830
C -1.33104 -6.02028 0.42881
C 2.09265 4.00303 0.12518
C -3.63540 -2.11021 -1.64757
C -4.52688 -2.07768 -2.70625
C 0.60831 -7.39542 0.08519
C 0.70570 -5.05936 -0.47183
C -3.60602 -4.13360 -3.55407
C -1.87714 0.60609 3.84798
C -2.73259 -3.16518 -1.53904
C -4.50912 -3.08779 -3.66060
C -2.71875 -4.18013 -2.48665
C -2.45035 2.41387 1.52108
C -1.27865 0.10232 4.99346
C -1.23781 0.43256 2.62509
C -1.61476 -3.34832 2.68763
C -4.23240 -2.43008 2.87960
C 1.25609 4.76070 1.15200
C -0.61283 -4.93005 -0.05512
C -0.07808 -0.57372 4.89214
C -3.55891 -2.85838 4.01394
C -3.60318 -2.46802 1.64338
C -2.25329 -3.32072 3.91726
C -2.28859 -2.91182 1.55129
C -1.32260 0.82916 -2.06773
C 1.31716 -6.30296 -0.39185
H -2.44081 2.77156 2.54435
H -1.96487 3.18110 0.90839
H -3.63662 -1.30843 -0.91720
H -1.73490 -3.67316 4.79832
H -2.01646 -5.00040 -2.40025
H 1.87789 5.11602 1.97557
H -5.20483 -3.05814 -4.48758
H 1.25101 -4.19771 -0.83108
H -2.80902 1.14845 3.92111
H -1.42619 2.70984 -2.77997
H -5.25784 -2.09322 2.94862
H 1.35724 -1.34931 3.47446
H -5.23523 -1.26481 -2.79078
H -2.35724 -5.90435 0.76262
H -1.74805 0.25310 5.95636
H 2.92273 5.90559 -0.32927
H 3.52966 4.67647 -1.25750
H 2.34944 -6.40774 -0.69532
H -0.60554 -3.73862 2.60842
H 4.38683 1.23744 0.18286
H 0.43720 -0.94180 5.76724
H -2.00448 2.21611 -0.79993
H -3.48738 2.32633 1.18871
H 0.51374 4.08567 1.57262
H 3.95693 4.77123 0.38803
H -4.15543 -2.18083 0.75868
H 1.38031 4.69137 -3.10746
H -1.26016 -8.11419 0.86322
H 0.72817 5.59773 0.69223
H -1.05342 1.50003 -3.94296
H -3.58927 -4.91731 -4.29798
H -4.05853 -2.84955 4.97330
H 1.08853 -8.36220 0.14824

Question: Which value of multiplicity does entry 2 give?
Answer: 2

Question: Among the records above, which one has the lowest multiplicity?
Answer: C28H32N5O5PSSn